#1
A cluster of 2 separate species, C2H2F5N in total. Source: the Open Molecules 2025 dataset; level of theory: ωB97M-V with the def2-TZVPD basis set.

The geometry in ORCA input format:
```
! RIJCOSX wB97M-V def2-TZVPD def2/J DEFGRID3
* xyz 0 1
C 1.50 0.09 0.41
C -1.79 0.03 -0.14
N 0.73 0.78 -0.55
F 2.76 -0.01 -0.14
F 0.95 -1.20 0.44
F -1.56 -0.71 0.85
F -2.26 -0.69 -1.11
F -2.50 1.13 0.07
H 1.36 0.39 1.50
H 0.81 0.21 -1.34
*
```

Properties
**HOMO (spin up / spin down)**: -9.65 / -11.34 eV


#2
A cluster of 2 separate species, C2H2F5N in total. Source: the Open Molecules 2025 dataset; level of theory: ωB97M-V with the def2-TZVPD basis set.

The geometry in ORCA input format:
```
! RIJCOSX wB97M-V def2-TZVPD def2/J DEFGRID3
* xyz 0 1
C -0.72 -1.98 0.65
C 0.45 0.93 0.15
N -0.15 1.11 -1.13
F -0.06 -2.47 -0.34
F -0.27 -2.52 1.75
F -0.18 1.66 1.04
F 1.72 1.47 0.10
F 0.59 -0.33 0.56
H -0.84 1.80 -1.11
H -0.55 0.33 -1.66
*
```

Properties
**HOMO**: -10.60 eV


Stability ranking, top entry: #2; the second entry is 0.0620 hartree less favorable.


#1
A cluster of 10 separate species, C31H89N7O10 in total. Source: the Open Molecules 2025 dataset; level of theory: ωB97M-V with the def2-TZVPD basis set.

The geometry in ORCA input format:
```
! RIJCOSX wB97M-V def2-TZVPD def2/J DEFGRID3
* xyz 0 1
C 9.44 6.53 18.96
O 9.38 7.95 19.02
C 8.10 8.51 19.08
C 7.65 9.06 17.70
C 8.57 10.27 17.38
N 6.27 9.53 17.73
H 10.46 6.27 18.81
H 8.78 6.22 18.17
H 9.14 6.24 19.97
H 7.39 7.83 19.54
H 8.24 9.40 19.72
H 7.70 8.26 16.99
H 8.30 10.64 16.38
H 9.59 9.97 17.33
H 8.50 11.15 18.02
H 5.65 8.80 18.00
H 6.14 10.37 18.34
C 11.56 11.78 23.53
O 10.62 11.78 24.55
C 9.31 11.63 24.04
C 8.37 11.21 25.24
C 8.73 9.82 25.72
N 6.97 11.31 25.00
H 11.29 12.40 22.61
H 11.83 10.81 23.09
H 12.47 12.22 24.00
H 8.91 12.55 23.51
H 9.33 10.83 23.30
H 8.61 11.89 26.09
H 9.81 9.68 25.75
H 8.28 9.06 25.05
H 8.31 9.69 26.69
H 6.63 12.25 25.04
H 6.65 10.95 24.09
C 16.23 15.17 17.56
O 16.41 16.30 18.44
C 16.65 15.81 19.78
C 16.79 17.00 20.80
C 17.85 18.10 20.40
N 17.07 16.48 22.11
H 17.22 14.69 17.35
H 15.85 15.53 16.62
H 15.58 14.43 18.03
H 15.97 15.04 20.08
H 17.64 15.32 19.88
H 15.81 17.45 20.77
H 17.68 18.40 19.40
H 18.86 17.73 20.53
H 17.58 18.88 21.12
H 17.91 15.89 22.13
H 17.20 17.18 22.80
C 12.03 7.98 16.20
O 12.46 8.50 14.99
C 12.41 7.70 13.89
C 13.55 7.92 12.86
C 13.75 9.34 12.39
N 13.33 7.03 11.68
H 11.01 7.63 16.21
H 12.15 8.71 16.99
H 12.63 7.12 16.47
H 12.44 6.63 14.18
H 11.44 7.84 13.40
H 14.47 7.59 13.42
H 14.03 9.97 13.21
H 12.89 9.69 11.79
H 14.63 9.28 11.74
H 13.35 6.03 11.92
H 12.40 7.16 11.32
C 20.37 13.01 19.90
O 19.58 11.85 19.63
C 20.43 10.86 19.00
C 19.53 9.66 18.78
C 19.05 9.06 20.09
N 20.15 8.65 17.98
H 20.53 13.53 18.94
H 21.26 12.87 20.51
H 19.70 13.64 20.48
H 20.83 11.26 18.04
H 21.22 10.48 19.68
H 18.60 9.95 18.23
H 18.41 9.75 20.65
H 19.94 8.94 20.71
H 18.57 8.10 19.86
H 20.08 8.99 17.01
H 19.63 7.81 18.02
C 11.52 10.29 19.77
O 12.90 10.14 20.10
C 13.86 10.81 19.30
C 15.28 10.82 19.99
C 15.19 11.90 21.07
N 16.26 11.21 18.96
H 11.16 9.47 19.05
H 11.24 11.25 19.23
H 11.01 10.21 20.70
H 13.89 10.28 18.35
H 13.60 11.88 19.13
H 15.43 9.81 20.41
H 14.88 12.87 20.64
H 16.15 12.05 21.54
H 14.46 11.64 21.88
H 17.15 11.57 19.36
H 16.41 10.46 18.31
C 16.64 8.08 15.90
O 17.05 9.44 15.94
C 17.25 10.12 14.68
C 17.56 11.61 14.89
C 18.83 11.85 15.75
N 16.42 12.39 15.53
H 15.63 7.93 15.51
H 16.68 7.78 16.95
H 17.39 7.42 15.45
H 18.10 9.73 14.09
H 16.36 10.06 14.11
H 17.63 12.05 13.90
H 19.66 11.15 15.62
H 18.57 11.67 16.79
H 19.21 12.91 15.65
H 16.31 11.98 16.48
H 15.55 12.10 15.06
C 11.98 11.99 15.16
O 11.80 12.25 16.54
H 12.96 11.54 14.98
H 11.19 11.32 14.78
H 11.87 12.88 14.53
H 12.51 12.84 16.75
C 12.38 14.27 20.41
O 11.58 15.03 21.30
H 11.76 13.68 19.76
H 12.95 15.03 19.88
H 13.01 13.55 20.93
H 12.21 15.32 21.96
C 13.59 15.51 24.30
O 14.06 15.71 22.95
H 12.92 16.38 24.57
H 12.94 14.63 24.16
H 14.34 15.31 25.05
H 15.00 15.84 22.82
*
```

Properties
**HOMO**: -8.89 eV


#2
A cluster of 10 separate species, C31H89N7O10 in total. Source: the Open Molecules 2025 dataset; level of theory: ωB97M-V with the def2-TZVPD basis set.

The geometry in ORCA input format:
```
! RIJCOSX wB97M-V def2-TZVPD def2/J DEFGRID3
* xyz 0 1
C -7.01 -2.03 -2.39
O -5.72 -1.55 -2.54
C -5.31 -1.64 -3.89
C -3.93 -1.04 -3.81
C -3.95 0.47 -3.63
N -3.13 -1.23 -5.03
H -7.16 -3.05 -2.74
H -7.75 -1.38 -2.86
H -7.19 -1.93 -1.32
H -5.22 -2.69 -4.17
H -5.94 -1.07 -4.58
H -3.45 -1.63 -3.02
H -4.54 0.69 -2.74
H -4.47 0.90 -4.49
H -2.98 0.95 -3.56
H -3.04 -2.22 -5.21
H -2.20 -0.93 -4.76
C 2.54 -5.87 6.58
O 2.22 -4.86 5.67
C 2.30 -3.59 6.29
C 1.70 -2.43 5.42
C 2.26 -2.29 3.99
N 1.81 -1.10 5.97
H 2.38 -6.86 6.17
H 1.91 -5.83 7.48
H 3.53 -5.92 7.03
H 1.69 -3.71 7.18
H 3.28 -3.22 6.60
H 0.62 -2.62 5.43
H 3.28 -2.66 3.91
H 2.27 -1.25 3.64
H 1.75 -2.98 3.32
H 1.83 -1.19 6.98
H 2.63 -0.56 5.75
C -0.14 3.99 0.35
O 1.19 4.19 0.89
C 1.19 4.85 2.11
C 2.63 4.80 2.64
C 3.31 3.50 3.00
N 2.95 5.62 3.73
H -0.79 3.45 1.04
H 0.08 3.30 -0.46
H -0.87 4.75 0.09
H 0.90 5.85 1.78
H 0.49 4.42 2.83
H 3.18 5.21 1.79
H 2.86 2.84 3.74
H 4.34 3.70 3.30
H 3.31 2.83 2.14
H 2.45 5.13 4.46
H 2.34 6.43 3.76
C -5.47 -0.02 0.63
O -5.68 -1.04 1.63
C -7.00 -1.14 2.13
C -7.06 -2.48 2.94
C -7.05 -3.72 2.04
N -8.26 -2.71 3.80
H -5.75 -0.19 -0.41
H -4.46 0.32 0.85
H -6.06 0.85 0.92
H -7.25 -0.39 2.88
H -7.76 -1.15 1.35
H -6.12 -2.61 3.49
H -8.02 -3.95 1.60
H -6.79 -4.58 2.67
H -6.31 -3.80 1.24
H -8.73 -3.40 3.23
H -8.91 -1.94 3.82
C -1.51 -0.72 -1.28
O -0.58 0.43 -1.46
C 0.75 0.09 -1.03
C 0.95 -0.14 0.48
C 1.58 0.98 1.25
N 1.71 -1.38 0.77
H -2.47 -0.21 -1.29
H -1.56 -1.33 -0.38
H -1.35 -1.51 -2.02
H 1.14 -0.60 -1.78
H 1.36 0.95 -1.30
H -0.06 -0.24 0.90
H 0.88 1.82 1.31
H 2.52 1.26 0.79
H 1.68 0.78 2.32
H 1.62 -1.70 1.72
H 1.50 -2.16 0.16
C 3.74 1.07 -3.31
O 2.86 0.84 -4.36
C 1.72 1.63 -4.21
C 0.62 1.39 -5.29
C -0.49 2.55 -5.43
N -0.09 0.12 -4.96
H 3.27 0.69 -2.40
H 4.31 1.99 -3.14
H 4.47 0.27 -3.29
H 1.17 1.37 -3.31
H 2.02 2.67 -4.17
H 1.11 1.16 -6.24
H -0.09 3.52 -5.71
H -0.90 2.96 -4.50
H -1.23 2.34 -6.21
H -0.28 0.08 -3.97
H 0.45 -0.72 -5.12
C 5.48 1.94 -0.07
O 5.93 1.07 -1.07
C 7.26 1.32 -1.50
C 7.65 0.71 -2.91
C 7.65 -0.81 -2.86
N 9.02 1.22 -3.23
H 5.10 2.94 -0.30
H 6.17 1.98 0.77
H 4.75 1.34 0.46
H 7.19 2.40 -1.57
H 8.07 1.05 -0.83
H 6.93 1.04 -3.66
H 7.86 -1.27 -3.83
H 6.65 -1.09 -2.55
H 8.34 -1.24 -2.13
H 9.77 0.56 -3.06
H 9.19 1.96 -2.56
C -1.85 -0.60 3.83
O -0.98 0.22 4.61
H -2.40 -1.28 4.46
H -2.50 -0.04 3.16
H -1.21 -1.19 3.17
H -0.25 -0.35 4.88
C -3.22 3.03 -1.22
O -3.34 3.86 -0.05
H -3.99 2.26 -1.23
H -3.36 3.52 -2.19
H -2.34 2.39 -1.18
H -4.06 4.48 -0.02
C 1.40 -3.06 -2.95
O 0.67 -2.73 -4.11
H 1.68 -4.08 -2.70
H 2.21 -2.33 -2.89
H 0.77 -2.90 -2.08
H 1.16 -3.15 -4.83
*
```

Properties
**HOMO**: -8.80 eV


Stability ranking, top entry: #1; the second entry is 0.1342 hartree less favorable.


#1
A structure of composition C3H5N2OP. Source: the Open Molecules 2025 dataset; level of theory: ωB97M-V with the def2-TZVPD basis set.

The geometry in ORCA input format:
```
! RIJCOSX wB97M-V def2-TZVPD def2/J DEFGRID3
* xyz 0 1
C -0.30 -0.93 -0.87
C -1.07 -1.39 0.22
C 1.00 -0.51 -0.75
N 1.78 -0.85 0.90
N 0.40 1.12 1.64
O -0.92 -1.16 1.40
P 0.86 -0.38 2.02
H -0.54 -1.17 -1.90
H -1.87 -1.97 -0.10
H 1.64 -0.31 -1.65
H 0.35 1.60 0.80
H 0.09 1.87 2.35
*
```

Properties
**HOMO**: -8.65 eV


#2
An isolated molecule of C3H5N2OP. Source: the Open Molecules 2025 dataset; level of theory: ωB97M-V with the def2-TZVPD basis set.

The geometry in ORCA input format:
```
! RIJCOSX wB97M-V def2-TZVPD def2/J DEFGRID3
* xyz 0 1
N -1.98 -0.50 -0.80
P -0.73 -1.41 0.08
N -0.65 -0.20 1.23
C 0.28 0.71 1.33
C 1.41 0.92 0.40
C 1.41 0.10 -0.70
O 0.71 -1.02 -0.88
H -2.18 -0.95 -1.68
H -2.83 -0.71 -0.19
H 0.24 1.26 2.27
H 2.17 1.62 0.46
H 2.17 0.17 -1.52
*
```

Properties
**HOMO**: -8.70 eV


Stability ranking, top entry: #2; the second entry is 0.1138 hartree less favorable.


#1
A structure of composition C7H13NP. Source: the Open Molecules 2025 dataset; level of theory: ωB97M-V with the def2-TZVPD basis set.

The geometry in ORCA input format:
```
! RIJCOSX wB97M-V def2-TZVPD def2/J DEFGRID3
* xyz 1 1
C -1.38 -2.62 -1.20
C -0.35 2.92 0.55
C 0.50 1.89 0.62
C 0.44 -1.26 -0.63
C -1.09 3.48 1.70
C 0.60 -3.63 -0.38
C 1.25 1.36 -0.58
N -0.18 -2.47 -0.76
P -0.03 0.23 -1.27
H -1.81 -3.60 -1.30
H -1.97 -1.76 -1.48
H -0.52 3.41 -0.40
H 0.67 1.38 1.55
H 1.66 -1.43 0.05
H -0.89 4.55 1.79
H -2.16 3.37 1.54
H -0.81 3.00 2.64
H 0.02 -4.54 -0.48
H 0.93 -3.54 0.66
H 1.48 -3.70 -1.02
H 2.16 0.83 -0.31
H 1.48 2.15 -1.29
*
```

Properties
**HOMO (spin up / spin down)**: -12.42 / -12.42 eV


#2
A cluster of 2 separate species, C7H13NP in total. Source: the Open Molecules 2025 dataset; level of theory: ωB97M-V with the def2-TZVPD basis set.

The geometry in ORCA input format:
```
! RIJCOSX wB97M-V def2-TZVPD def2/J DEFGRID3
* xyz 1 1
C -1.20 1.44 -0.39
C -1.97 -2.00 -0.01
C 0.91 -2.23 -3.49
C -0.57 0.20 0.16
C -1.06 -1.02 -0.04
C 1.83 0.04 0.38
C 0.54 1.66 1.87
N 0.55 0.35 1.11
P 1.12 -1.19 -2.38
H -0.55 2.31 -0.18
H -1.13 1.39 -1.50
H -2.68 -2.09 0.85
H -2.08 -2.79 -0.82
H 0.27 -2.92 -3.99
H -2.20 1.58 -0.08
H 2.00 0.81 -0.34
H 2.72 0.01 1.08
H 1.78 -1.03 -0.09
H 0.47 2.51 1.15
H -0.33 1.60 2.50
H 1.41 1.76 2.54
H 0.18 -0.41 1.68
*
```

Properties
**HOMO**: -13.08 eV


Stability ranking, top entry: #1; the second entry is 0.0800 hartree less favorable.